This record from OMol25 describes a 2-piece molecular cluster, F2H2O2Si overall at a distorted geometry. The level of theory is the ωB97M-V functional and the def2-TZVPD basis.

The geometry in XYZ format:
```
7
Properties=species:S:1:pos:R:3:forces:R:3:lowdin_charge:R:1
O 0.078 -0.330 -1.462 0.6 -0.7 -0.3 -0.0518
O -0.145 -0.676 1.401 -4.9 0.2 -2.3 0.0016
F 0.885 1.914 0.266 -2.4 -3.1 -0.4 -0.5274
F -2.030 0.283 -0.102 0.2 0.0 0.0 -0.0056
Si -0.502 -0.005 -0.018 3.0 3.4 0.8 0.4498
H 1.013 -0.444 -1.750 -1.1 0.4 0.7 0.1187
H 0.702 -0.743 1.664 4.6 -0.2 1.5 0.0148
```
Forces are in eV/Å.

For the HOMO energy, the calculation gives -11.01 eV. Its HOMO-LUMO gap is 10.653 eV. Its energy above the lowest of the compared OMol25 structures with the same formula, charge and spin is 339.1 kJ/mol. For the electronic energy, the calculation gives -641.026871 Eh.